1.
The following is a DFT calculation (wB97M-V/def2-TZVPD) of a molecular structure, C10H17N2O8P2Rh.

Atoms and positions in Å:
1 Rh 0.516 -0.183 -0.745
2 P 2.853 -1.243 1.365
3 P 0.070 -2.438 0.827
4 O 3.782 -0.851 2.551
5 O -0.700 -1.160 0.874
6 O 1.935 -3.439 2.609
7 O -0.511 -0.527 -2.560
8 O 0.988 -2.656 -0.331
9 O -0.772 -3.635 1.341
10 O 2.309 -0.116 0.557
11 O 3.635 -2.358 0.590
12 N -0.166 1.912 -0.403
13 N -1.854 1.195 -3.081
14 C -0.863 2.214 -2.730
15 C -2.663 -1.063 -3.462
16 C 0.865 -1.505 3.475
17 C -0.765 3.431 1.342
18 C 1.560 -2.189 2.319
19 C -0.888 2.636 -1.278
20 C -1.531 4.163 0.449
21 C -0.104 2.315 0.878
22 C -1.614 -0.106 -3.004
23 C -1.582 3.763 -0.876
24 H -3.388 -0.603 -4.128
25 H 3.263 -2.619 -0.271
26 H -0.436 -4.537 1.228
27 H 4.658 -0.476 2.367
28 H 0.514 1.721 1.537
29 H -3.185 -1.450 -2.584
30 H 0.289 -0.644 3.148
31 H -2.068 5.043 0.776
32 H 2.660 -3.755 2.036
33 H -2.179 -1.900 -3.961
34 H -2.142 4.335 -1.605
35 H -0.678 3.723 2.379
36 H -1.049 3.081 -3.357
37 H 0.119 1.828 -2.986
38 H -2.745 1.492 -3.448
39 H 1.652 -1.189 4.167
40 H 0.215 -2.208 3.996

## Properties
**Net charge**: +2
**Molecular weight**: 458.106 g mol⁻¹
**Spin multiplicity**: 5
**Energy**: -51580.44880 eV
**Maximum force**: 0.0185 hartree/bohr
**Energy relative to the best compared isomer or geometry (same formula, charge and spin)**: 0.158 eV
**Frontier orbital gap (spin up / spin down)**: 10.216 / 6.015 eV

---

2.
The following is a DFT calculation (wB97M-V/def2-TZVPD) of 2 unconnected molecules or ions with the total composition C10H17N2S3.

Atoms and positions in Å:
1 S 0.516 2.926 -2.115
2 S 2.089 -1.602 0.382
3 S -0.633 3.590 0.772
4 N -0.570 -1.123 0.467
5 N 0.215 -3.360 0.850
6 C -0.251 5.422 -1.243
7 C 0.366 -1.998 0.582
8 C -2.143 -3.031 0.236
9 C 0.076 2.568 -0.460
10 C -0.096 5.209 0.259
11 C 1.452 -4.175 0.842
12 C 0.816 4.681 -2.043
13 C 2.602 -3.316 0.329
14 C -1.127 -3.965 0.879
15 C -1.883 -1.581 0.660
16 H -1.230 5.024 -1.540
17 H 1.803 4.835 -1.601
18 H -1.099 -4.937 0.377
19 H 2.849 -3.557 -0.708
20 H -1.394 -4.157 1.922
21 H 0.874 5.059 -3.069
22 H 1.642 -4.517 1.864
23 H 0.948 5.325 0.558
24 H -3.165 -3.329 0.502
25 H 1.307 -5.070 0.227
26 H -2.083 -3.111 -0.855
27 H -0.270 6.493 -1.496
28 H -2.554 -0.899 0.118
29 H 0.221 1.548 -0.165
30 H 3.515 -3.443 0.920
31 H -2.130 -1.463 1.723
32 H -0.664 5.954 0.825

## Properties
**Net charge**: +1
**Molecular weight**: 261.461 g mol⁻¹
**Spin multiplicity**: 1
**Energy**: -46124.21869 eV
**Maximum force**: 0.0530 hartree/bohr
**Energy relative to the best compared isomer or geometry (same formula, charge and spin)**: 0.069 eV
**Frontier orbital gap**: 5.024 eV

---

3.
The following is a DFT calculation (wB97M-V/def2-TZVPD) of a gas-phase ion, C10H17N3O (charge +2).

Atoms and positions in Å:
1 O 1.653 -1.356 0.381
2 N -3.853 -0.142 -0.610
3 N 1.170 2.863 -0.309
4 N 0.384 -0.755 0.482
5 C 1.484 1.687 -0.120
6 C -0.836 1.315 0.808
7 C -1.487 -0.522 -1.281
8 C 2.889 1.211 -0.103
9 C 1.754 -2.552 -0.379
10 C 0.382 0.696 0.302
11 C -2.548 -0.076 -0.472
12 C -2.121 0.829 0.589
13 C -0.139 -0.398 -0.868
14 C -0.570 -1.331 1.436
15 H 1.426 -3.331 0.293
16 H 1.987 3.555 -0.409
17 H -0.719 2.146 1.498
18 H -4.263 0.164 0.202
19 H -1.486 -1.483 1.023
20 H 0.575 -0.540 -1.649
21 H -1.619 -0.710 -2.348
22 H -2.915 1.359 1.065
23 H 2.775 -2.623 -0.510
24 H 3.584 2.021 -0.317
25 H 1.196 -2.480 -1.294
26 H 3.172 0.671 0.787
27 H -4.345 -0.771 -1.285
28 H 0.262 3.344 -0.156
29 H -0.568 -0.833 2.308
30 H -0.129 -2.315 1.764
31 H 2.905 0.359 -0.828

## Properties
**SMILES**: CO[N@+]1(C)[C@H]2C=C(N)C=C[C@]21C(C)=[NH2+]
**Net charge**: +2
**Molecular weight**: 195.266 g mol⁻¹
**Spin multiplicity**: 1
**Energy**: -17142.09500 eV
**Maximum force**: 0.1370 hartree/bohr
**Energy relative to the best compared isomer or geometry (same formula, charge and spin)**: 2.657 eV
**Frontier orbital gap**: 7.887 eV

---

4.
The following is a DFT calculation (wB97M-V/def2-TZVPD) of C10H17N3O6 in the gas phase.

Atoms and positions in Å:
1 O 1.162 0.091 -0.982
2 O -0.452 3.311 -2.736
3 O 1.960 -0.297 4.800
4 O 1.291 2.370 -1.850
5 O -3.392 -1.193 -0.131
6 O -3.878 0.894 -0.581
7 N -0.797 -0.842 -0.450
8 N 2.147 -2.521 -0.389
9 N 0.770 1.533 4.094
10 C 0.191 2.303 -2.583
11 C -1.636 0.146 -1.243
12 C -3.055 -0.129 -0.595
13 C 0.537 -0.776 -0.375
14 C -0.330 0.934 -3.420
15 C 1.286 -1.789 0.536
16 C 1.233 0.223 3.990
17 C 1.877 -1.083 1.753
18 C 0.765 -0.466 2.666
19 C -1.593 0.403 -2.775
20 H -1.276 -1.732 -0.213
21 H -2.306 1.196 -2.975
22 H -0.162 -1.163 2.790
23 H 0.265 0.409 2.135
24 H 1.408 1.481 -1.570
25 H 0.596 0.291 -3.541
26 H -1.412 1.170 -0.728
27 H 0.720 1.900 5.053
28 H -0.526 1.357 -4.378
29 H -4.590 0.621 0.021
30 H 3.037 -2.070 -0.709
31 H -1.948 -0.417 -3.440
32 H 0.552 -2.307 1.056
33 H 2.593 -1.807 2.154
34 H 2.467 -0.270 1.591
35 H 0.131 1.796 3.347
36 H 2.363 -3.566 -0.324

## Properties
**SMILES**: NC(=O)CC[C@H](N)C(=O)N[C@@H](CCC(=O)O)C(=O)O
**Molecular weight**: 275.261 g mol⁻¹
**Spin multiplicity**: 1
**Energy**: -27400.85959 eV
**Maximum force**: 0.0884 hartree/bohr
**Energy relative to the best compared isomer or geometry (same formula, charge and spin)**: 2.522 eV
**Frontier orbital gap**: 9.779 eV

---

Which of these has the highest maximum force?
C10H17N3O